[1]
Computed, not measured: a structure of composition C10H7BeN2O5, with ωB97M-V/def2-TZVPD.

Cartesian coordinates (Å):
O (-0.178, 1.466, -2.159)
C (-0.026, 1.298, -1.017)
Be (0.217, 0.871, 0.504)
C (1.400, -0.464, 0.354)
O (2.471, -0.349, -0.205)
C (-2.251, -1.187, -0.535)
O (-1.948, -0.435, 0.341)
C (-1.700, -1.992, -1.537)
O (-0.483, -2.063, -1.753)
C (-0.080, 1.584, 2.025)
O (-0.297, 2.065, 3.060)
H (-2.574, -2.453, -1.990)
N (-0.065, -5.506, 2.259)
C (0.317, -4.279, 1.835)
C (-0.069, -3.117, 2.540)
C (0.290, -1.883, 2.057)
N (1.011, -1.787, 0.896)
C (1.469, -2.903, 0.243)
C (1.112, -4.147, 0.676)
H (-0.602, -5.632, 3.106)
H (0.213, -6.343, 1.769)
H (-0.680, -3.196, 3.441)
H (0.034, -0.943, 2.550)
H (2.080, -2.737, -0.635)
H (1.412, -5.021, 0.097)

Calculated values
Molar mass   244.2 g mol⁻¹
E_LUMO (spin up / spin down)   -0.182 / -0.174 hartree
Net charge   +1

Löwdin atomic charge list, values in e, 4 entries: 0.20, 0.01, 0.08, -0.31



[2]
Computed, not measured: an isolated molecule of C10H7BrN2, with ωB97M-V/def2-TZVPD.

Cartesian coordinates (Å):
N (-1.413, 3.532, 1.159)
C (-0.800, 3.190, 0.245)
C (-0.195, 2.649, -0.896)
C (-0.612, 1.474, -1.274)
N (-0.890, 0.322, -1.454)
C (-0.289, -0.857, -1.031)
C (-1.421, -1.600, -0.247)
C (-1.436, -1.622, 1.067)
C (-0.371, -0.895, 1.796)
C (0.800, -0.522, 1.159)
C (1.022, -0.603, -0.247)
C (2.218, -0.551, -0.827)
Br (3.819, -0.216, 0.149)
H (0.587, 3.074, -1.474)
H (-0.001, -1.571, -1.839)
H (-2.183, -2.094, -0.836)
H (-2.317, -2.098, 1.655)
H (-0.419, -0.714, 2.970)
H (1.463, 0.046, 1.801)
H (2.439, -0.944, -1.875)

Calculated values
ΔE to the lowest compared entry with this formula, charge and spin   61.5 kcal/mol
Molar mass   235.1 g mol⁻¹
SMILES   N#CC=C=N[C@@H]1C=CC=C/C1=C\Br
E_LUMO   -0.013 hartree
Net charge   0

Löwdin atomic charge list, values in e, 4 entries: 0.14, -0.26, -0.09, -0.06



[3]
Computed, not measured: a structure of composition C10H7N2O5Zr, with ωB97M-V/def2-TZVPD.

Cartesian coordinates (Å):
O (0.043, 0.071, -6.873)
C (0.273, 0.076, -5.777)
Zr (-0.670, 0.039, -1.158)
O (2.086, 0.056, -3.163)
C (1.156, 0.050, -2.481)
C (-2.868, 0.033, -0.516)
O (-3.975, 0.024, -0.193)
C (-0.845, -2.186, -1.469)
O (-0.933, -3.356, -1.657)
C (-0.906, 2.268, -1.527)
O (-0.989, 3.407, -1.706)
H (-1.448, 0.025, -2.665)
N (-0.084, -2.121, 1.590)
C (0.362, -0.886, 1.920)
C (0.990, -0.612, 3.159)
C (1.387, 0.688, 3.406)
C (1.226, 1.728, 2.474)
C (0.657, 1.429, 1.271)
N (0.233, 0.163, 1.011)
H (-0.712, -2.385, 0.774)
H (0.095, -2.839, 2.285)
H (1.065, -1.482, 3.818)
H (1.837, 0.894, 4.361)
H (1.530, 2.753, 2.659)
H (0.489, 2.163, 0.461)

Calculated values
ΔE to the lowest compared entry with this formula, charge and spin   0.0 kcal/mol
Molar mass   326.4 g mol⁻¹
E_LUMO (spin up / spin down)   -0.588 / -0.587 hartree
Net charge   +3

Löwdin atomic charge list, values in e, 4 entries: 0.10, -0.01, 1.35, 0.25



[4]
Computed, not measured: an isolated molecule of C10H8BrNO2, with ωB97M-V/def2-TZVPD.

Cartesian coordinates (Å):
C (1.885, 2.746, 0.073)
O (1.407, 1.487, -0.359)
C (1.902, 0.297, 0.066)
Br (3.820, 0.055, -0.542)
C (1.845, 0.172, 1.658)
N (1.840, -0.073, 2.771)
C (1.111, -1.048, -0.340)
O (1.684, -2.091, -0.494)
C (-0.383, -0.960, -0.262)
C (-1.058, 0.147, -0.794)
C (-2.414, 0.106, -0.855)
C (-3.095, -0.928, -0.280)
C (-2.433, -2.051, 0.192)
C (-1.059, -2.060, 0.294)
H (1.987, 2.664, 1.080)
H (1.203, 3.444, -0.138)
H (2.885, 2.834, -0.554)
H (-0.552, 0.928, -1.250)
H (-2.874, 0.898, -1.239)
H (-4.081, -0.736, -0.349)
H (-2.942, -2.857, 0.634)
H (-0.677, -2.975, 0.686)

Calculated values
ΔE to the lowest compared entry with this formula, charge and spin   11.4 kcal/mol
Molar mass   254.1 g mol⁻¹
SMILES   CO[C@@](Br)(C#N)C(=O)c1ccccc1
E_LUMO   -0.011 hartree
Net charge   0

Löwdin atomic charge list, values in e, 4 entries: -0.03, -0.22, -0.67, 0.75



[5]
Computed, not measured: the ion C10H8BrO4 with charge -1, with ωB97M-V/def2-TZVPD.

Cartesian coordinates (Å):
C (-0.536, 2.989, -1.926)
O (-0.150, 3.066, -0.573)
C (1.008, 3.588, -0.178)
O (1.786, 4.167, -0.937)
O (1.274, 3.539, 1.058)
C (0.717, 2.290, 1.579)
O (-0.117, 2.428, 2.470)
C (1.282, 1.215, 0.925)
Br (2.722, 1.558, -0.293)
C (0.771, -0.127, 1.060)
C (-0.289, -0.463, 1.958)
C (-0.749, -1.784, 2.122)
C (-0.122, -2.873, 1.458)
C (0.762, -2.493, 0.534)
C (1.264, -1.211, 0.343)
H (0.329, 3.202, -2.509)
H (-1.407, 3.783, -2.108)
H (-1.019, 1.905, -2.095)
H (-0.892, 0.232, 2.494)
H (-1.582, -1.951, 2.847)
H (-0.444, -3.923, 1.424)
H (1.334, -3.173, -0.017)
H (2.203, -1.164, -0.183)

Calculated values
Molar mass   272.1 g mol⁻¹
SMILES   COC(=O)O/C([O-])=C(\Br)c1ccccc1
E_LUMO   0.120 hartree
Net charge   -1

Löwdin atomic charge list, values in e, 4 entries: -0.06, -0.06, -0.82, -0.01



[6]
Computed, not measured: an isolated molecule of C10H8ClN3O3, with ωB97M-V/def2-TZVPD.

Cartesian coordinates (Å):
C (-0.429, -1.421, -2.480)
C (-0.617, -1.989, -1.096)
Cl (0.875, -3.115, -0.736)
C (-1.900, -2.822, -1.165)
O (-2.257, -3.434, -2.182)
N (-2.857, -2.220, -0.394)
N (-2.293, -1.111, 0.249)
C (-1.005, -0.971, -0.018)
C (-0.057, 0.140, 0.552)
C (-0.517, 1.206, 1.268)
C (0.207, 2.239, 1.849)
C (1.556, 2.270, 1.575)
N (2.326, 3.441, 2.008)
O (1.707, 4.253, 2.640)
O (3.531, 3.504, 1.702)
C (2.130, 1.192, 0.755)
C (1.367, 0.099, 0.335)
H (0.245, -0.514, -2.310)
H (-1.370, -1.139, -3.044)
H (0.105, -2.114, -3.125)
H (-3.814, -2.438, -0.577)
H (-1.599, 1.315, 1.535)
H (-0.324, 3.040, 2.410)
H (3.173, 1.318, 0.415)
H (1.817, -0.727, -0.165)

Calculated values
ΔE to the lowest compared entry with this formula, charge and spin   0.0 kcal/mol
Molar mass   253.6 g mol⁻¹
SMILES   C[C@]1(Cl)C(=O)NN=C1c1ccc([N+](=O)[O-])cc1
E_LUMO   -0.046 hartree
Net charge   0

Löwdin atomic charge list, values in e, 4 entries: -0.08, -0.62, 0.62, -0.45



[7]
Computed, not measured: a structure of composition C10H8N3O6Zn, with ωB97M-V/def2-TZVPD.

Cartesian coordinates (Å):
O (0.841, -5.454, 1.410)
C (0.527, -4.556, 0.772)
Zn (0.133, 0.285, -0.431)
O (-1.351, 0.327, 2.448)
C (-0.918, 0.200, 1.380)
C (1.401, 1.425, -3.407)
O (1.963, 1.173, -4.374)
C (-1.756, 0.013, -1.611)
O (-2.852, -0.221, -1.820)
C (2.138, 0.645, 1.060)
O (3.046, 0.283, 1.655)
H (-0.122, -0.839, 0.783)
C (-3.720, 3.696, 0.528)
N (-2.335, 3.635, 0.097)
C (-1.667, 4.808, -0.142)
C (-0.355, 4.765, -0.515)
C (0.288, 3.518, -0.656)
N (-0.394, 2.384, -0.426)
C (-1.680, 2.444, -0.021)
O (-2.261, 1.342, 0.285)
N (1.600, 3.436, -1.034)
H (-3.832, 4.235, 1.466)
H (-4.132, 2.722, 0.721)
H (-4.386, 4.155, -0.199)
H (-2.252, 5.728, 0.008)
H (0.162, 5.696, -0.743)
H (1.961, 4.260, -1.517)
H (1.872, 2.557, -1.483)

Calculated values
ΔE to the lowest compared entry with this formula, charge and spin   60.1 kcal/mol
Molar mass   331.6 g mol⁻¹
E_LUMO (spin up / spin down)   -0.145 / -0.145 hartree
Net charge   +1

Löwdin atomic charge list, values in e, 4 entries: 0.01, 0.00, 0.46, 0.15



[8]
Computed, not measured: a structure of composition C10H8O2, with ωB97M-V/def2-TZVPD.

Cartesian coordinates (Å):
C (-1.044, 1.016, 0.074)
C (-2.462, 0.564, 0.251)
C (-2.511, -0.866, 0.003)
C (-1.381, -1.632, -0.295)
C (-0.126, -1.160, 0.003)
C (1.195, -1.870, -0.165)
C (2.395, -1.196, 0.125)
C (2.648, 0.329, 0.170)
C (1.420, 0.933, 0.019)
C (0.076, 0.212, -0.028)
H (-1.887, 2.784, 0.361)
H (-3.370, 1.087, 0.118)
H (-3.548, -1.366, 0.524)
H (-1.349, -2.708, -0.408)
H (1.363, -2.879, -0.209)
H (3.493, -1.569, 0.258)
H (3.640, 0.748, -0.008)
H (0.763, 2.841, -0.476)
O (-0.851, 2.493, -0.224)
O (1.537, 2.237, -0.092)

Calculated values
ΔE to the lowest compared entry with this formula, charge and spin   131.2 kcal/mol
Molar mass   160.2 g mol⁻¹
E_LUMO   0.007 hartree
Net charge   0

Löwdin atomic charge list, values in e, 4 entries: -0.15, -0.02, -0.09, -0.08